Density functional theory data (ωB97M-V/def2-TZVPD) for a molecular structure, C14H16BrI2NNiO3S3 at a distorted geometry.

Cartesian coordinates (Å):
Ni1 -0.717 10.425 9.563
C1 1.183 8.704 11.605
C2 1.574 10.099 11.958
S1 0.328 11.385 11.305
C3 1.481 12.433 10.312
C4 2.023 11.966 8.938
S2 0.761 11.104 7.910
C5 1.402 9.416 7.569
C6 1.471 8.494 8.760
S3 0.190 8.678 10.094
H1 0.481 8.351 12.363
H2 2.064 7.992 11.487
H3 2.493 10.402 11.429
H4 1.751 10.249 13.065
H5 2.322 12.788 10.969
H6 0.853 13.322 10.168
H7 2.844 11.294 8.897
H8 2.366 12.892 8.432
H9 2.436 9.634 7.194
H10 0.623 9.008 6.870
H11 2.408 8.502 9.237
H12 1.386 7.428 8.459
I1 -2.374 9.518 6.646
I2 -2.684 7.202 5.341
Br1 -0.180 19.421 9.548
C7 -1.412 18.355 10.433
C8 -2.721 18.690 10.780
C9 -3.646 17.665 11.065
C10 -3.153 16.405 11.190
C11 -1.792 16.028 11.119
C12 -0.954 17.033 10.672
C13 -1.338 14.604 11.411
O1 -2.233 13.869 11.878
O2 -0.120 14.352 11.296
H13 -2.995 19.733 10.751
H14 -4.742 17.924 11.068
H15 -3.901 15.595 11.406
H16 0.084 16.782 10.579
O3 -2.780 13.579 7.887
C14 -2.421 12.492 8.244
N1 -2.018 11.385 8.610

Calculated values
Gap between HOMO and LUMO (spin up / spin down)   0.232 / 0.208 hartree
Multiplicity   3
LUMO energy (spin up / spin down)   -1.4 / -2.0 eV
E_HOMO (spin up / spin down)   -7.68 / -7.68 eV
Relative energy (zero: lowest compared OMol25 entry of this formula, charge and spin)   43.7 kcal/mol

These are the Mulliken partial charges, in e, on atoms 1 to 6: atom 1 (Ni): -0.03, atom 2 (C): -0.60, atom 3 (C): -0.54, atom 4 (S): 0.13, atom 5 (C): -0.59, atom 6 (C): -0.80